Below is 2 unconnected molecules or ions with the total composition C4H8O2, with properties calculated with the ωB97M-V functional and the def2-TZVPD basis.

Values from the calculation:
HOMO energy: -9.44 eV
Spin multiplicity: 1
Relative energy (zero: lowest compared OMol25 entry of this formula, charge and spin): 2.8889 eV
E_tot: -8370.393 eV
SMILES string: CO/C=C\C=O.[H][H]

Positions of all 14 atoms, in Å:
C 1.99336 0.47732 -0.44719
O 0.59406 0.68553 -0.35837
C 0.02107 0.32570 0.80092
C -1.30543 0.18788 0.94220
C -2.24631 0.35562 -0.16993
O -3.45217 0.29279 -0.04699
H 2.34274 1.04197 -1.31089
H 2.22052 -0.58382 -0.59035
H 2.50300 0.83943 0.45249
H 0.70633 0.17053 1.63726
H -1.71363 -0.06444 1.91420
H -1.78727 0.53579 -1.16077
H 0.33079 -2.25848 -1.05534
H -0.20705 -2.00582 -0.60723